Record 1
Molecular formula: C20H33BNO6PPdS
Method: DFT, ωB97M-V/def2-TZVPD

Output
<S²>   2.032
Frontier orbital gap (alpha / beta)   0.159 / 0.223 Eh
Multiplicity   3
LUMO (alpha / beta)   4.306 / 4.291 eV
Net charge   -2
M   563.76 g/mol
Energy above the lowest of the compared OMol25 structures with the same formula, charge and spin   0.0 kcal per mole

Positions of all 64 atoms, in Å:
Pd 0.1306 1.7546 -0.9977
O 0.3068 4.2811 -0.1581
S 1.2722 4.2310 -1.3008
O 1.9594 5.5027 -1.4992
O 2.2330 3.1186 -0.9785
O 0.5080 3.7931 -2.5066
C 0.3716 -0.9550 3.1053
C 0.2761 -0.4967 1.6553
P 0.4878 1.2968 1.3007
C 2.2397 1.6075 1.7517
C 2.5197 3.0385 2.1947
C -0.4919 2.0500 2.6749
C -0.9293 3.4849 2.4039
H 0.2552 -2.0399 3.1785
H -0.4102 -0.5040 3.7182
H 1.3342 -0.6965 3.5517
H -0.7012 -0.7599 1.2358
H 1.0219 -0.9950 1.0320
H 2.7977 1.3944 0.8374
H 2.5463 0.8944 2.5270
H 2.1843 3.7344 1.4251
H 3.5914 3.1788 2.3559
H 2.0105 3.2738 3.1336
H 0.0894 1.9878 3.6037
H -1.3633 1.4038 2.8098
H -0.0793 4.1497 2.2726
H -1.5595 3.8524 3.2205
H -1.4802 3.5530 1.4669
C -2.1276 1.5666 -1.2107
C -2.7723 0.6026 -0.4055
C -3.2791 0.9158 0.8912
C -3.8540 -0.0240 1.7046
C -3.9761 -1.3660 1.2856
C -3.4941 -1.7001 0.0023
C -2.9195 -0.7582 -0.8085
C -4.5839 -2.3375 2.1113
N -5.0889 -3.1329 2.7849
H -2.2797 2.6109 -0.9427
H -2.0875 1.3754 -2.2790
H -3.2054 1.9417 1.2319
H -4.2251 0.2647 2.6817
H -3.5808 -2.7246 -0.3433
H -2.5276 -1.0471 -1.7752
C 2.8519 -1.6149 -3.2908
C 2.0224 -1.9913 -2.0642
C 2.7563 -3.0452 -1.2495
O 1.8695 -0.8090 -1.2767
B 0.6680 -0.1624 -1.6335
O -0.0726 -1.0568 -2.4263
C 0.5523 -2.3444 -2.4172
C -0.1289 -3.1882 -1.3425
C 0.3587 -2.9986 -3.7765
H 3.7844 -1.1645 -2.9496
H 2.3258 -0.8750 -3.8938
H 3.0847 -2.4845 -3.9112
H 3.7790 -2.7145 -1.0620
H 2.7960 -3.9982 -1.7847
H 2.2694 -3.2039 -0.2884
H 0.0129 -2.7493 -0.3557
H 0.2496 -4.2137 -1.3328
H -1.2007 -3.2105 -1.5406
H 0.6915 -2.3421 -4.5783
H -0.7002 -3.2134 -3.9293
H 0.9107 -3.9411 -3.8393

Record 2
Molecular formula: C12H15N2O
Method: DFT, ωB97M-V/def2-TZVPD

Output
SMILES string   C=CC[N@@+]1(Oc2ccccc2)C=NCC1
Frontier orbital gap   0.351 Eh
LUMO   -3.346 eV
Net charge   +1
M   203.27 g/mol
Energy above the lowest of the compared OMol25 structures with the same formula, charge and spin   114.6 kcal per mole

Positions of all 30 atoms, in Å:
C -3.2312 1.4645 -1.5027
C -2.5585 0.6396 -2.3707
C -3.0626 1.4003 -0.1143
C -1.5870 -0.2762 -1.8448
C -2.0119 0.6024 0.3727
C -1.2813 -0.2360 -0.5199
C 1.6657 -0.5946 -1.4475
C 0.4798 1.7330 2.6739
C 1.2557 0.8601 2.1269
C 2.3550 -2.4469 -0.4842
C 1.8859 -1.7099 0.7092
C 1.2351 0.7129 0.6730
N 2.3342 -1.6035 -1.6053
N 1.0950 -0.5987 -0.0191
O -0.2789 -1.0092 -0.0137
H -4.1960 1.9019 -1.8678
H -2.8241 0.3129 -3.3613
H -3.6505 1.9946 0.4917
H -0.8780 -0.8866 -2.4780
H -1.9688 0.4467 1.4748
H 1.5363 0.4088 -1.8722
H 0.4716 1.6683 3.7042
H -0.2327 2.4862 2.2542
H 1.8059 0.1337 2.7254
H 3.2790 -2.9626 -0.3453
H 1.7071 -3.3087 -0.5641
H 1.2085 -2.2892 1.3646
H 2.7977 -1.2761 1.2031
H 2.2192 1.1475 0.3189
H 0.4300 1.2850 0.3183

Record 3
Molecular formula: C58H66N4O34
Method: DFT, ωB97M-V/def2-TZVPD

Output
SMILES string   O=C1C=C(O)C(=O)C=C1O.O=C1C=C(O)C(=O)C=C1O.O=C1C=C(O)C(=O)C=C1O.O=C1C=C(O)C(=O)C=C1O.O=C1C=C(O)C(=O)C=C1O.O=C1C=C(O)C(=O)C=C1O.O=C1C=C(O)C(=O)C=C1O.CN(C)C=O.CN(C)C=O.CN(C)C=O.CN(C)C=O.COCCOC
Frontier orbital gap   0.269 Eh
LUMO   -1.794 eV
M   1363.16 g/mol
Energy above the lowest of the compared OMol25 structures with the same formula, charge and spin   0.0 kcal per mole

Positions of all 162 atoms, in Å:
C 16.5730 -10.3679 4.3125
O 15.9203 -11.3658 5.0659
C 15.0713 -12.2399 4.3730
C 13.6619 -11.6296 4.2235
O 13.6141 -10.9023 3.0184
C 12.3380 -10.5854 2.5252
H 15.8490 -9.7470 3.7791
H 17.2866 -10.7544 3.5783
H 17.0990 -9.7873 5.0685
H 14.9243 -13.1527 4.9599
H 15.5858 -12.6218 3.4848
H 13.4876 -10.9748 5.0851
H 12.8816 -12.4019 4.1907
H 12.4921 -10.0851 1.5711
H 11.7728 -9.9404 3.2051
H 11.7431 -11.4850 2.3252
C 21.5711 -13.4298 -2.2896
O 21.6673 -12.6746 -1.3269
N 21.4875 -13.0053 -3.5542
C 21.2637 -13.9620 -4.6447
C 21.3503 -11.6283 -3.9369
H 21.3980 -14.5112 -2.2353
H 21.3498 -14.9949 -4.3242
H 21.8982 -13.6486 -5.4764
H 20.2901 -13.8191 -5.1249
H 21.8057 -11.3714 -4.8926
H 20.3020 -11.3164 -3.9401
H 21.8135 -10.9227 -3.2449
C 18.4119 -13.5952 3.1645
O 17.6520 -14.4343 2.6905
N 19.0691 -12.6743 2.4555
C 19.7393 -11.5466 3.0840
C 19.0351 -12.6619 1.0167
H 18.5225 -13.5750 4.2534
H 19.7888 -11.5790 4.1689
H 19.3820 -10.5660 2.7592
H 20.7543 -11.6089 2.6776
H 18.5150 -13.5521 0.6682
H 18.3253 -11.8852 0.7096
H 19.9851 -12.4981 0.5112
C 15.6089 -13.0775 -3.1245
O 15.1161 -12.9852 -4.2259
N 16.9515 -13.0902 -2.9136
C 17.5643 -13.0978 -1.5955
C 17.8664 -13.0152 -4.0408
H 15.1268 -13.1862 -2.1388
H 16.8837 -12.8116 -0.7892
H 18.2866 -12.2865 -1.5092
H 17.8856 -14.1037 -1.3323
H 18.0042 -11.9934 -4.3985
H 18.8060 -13.4519 -3.7088
H 17.5298 -13.6074 -4.8915
C 23.3577 -10.7700 5.2803
O 22.6150 -11.3516 4.4967
N 23.0246 -9.6359 5.9185
C 24.1009 -8.8846 6.5552
C 21.8131 -8.9222 5.6228
H 24.3554 -11.1266 5.5727
H 24.6171 -9.4481 7.3353
H 23.6647 -8.0700 7.1322
H 24.8132 -8.5531 5.8012
H 21.9990 -7.9446 5.1614
H 21.0870 -9.4923 5.0542
H 21.3451 -8.5702 6.5506
C 23.4569 -9.7954 2.3277
C 23.3825 -10.4302 1.1460
C 24.4984 -10.3438 0.1304
O 24.3986 -10.8171 -0.9792
C 25.6816 -9.6465 0.5926
C 25.7056 -8.9498 1.7213
C 24.5547 -8.8946 2.6800
O 24.5435 -8.2081 3.6796
O 26.8400 -8.3939 2.2009
O 22.4363 -11.3022 0.8078
H 22.6606 -10.0663 3.0127
H 26.6731 -9.7500 0.1642
H 26.6082 -7.9670 3.0433
H 22.6408 -11.6450 -0.0925
C 13.0084 -16.0172 2.5762
C 14.1655 -15.4044 2.2712
C 14.3248 -14.6318 1.0040
O 15.3886 -14.1661 0.6584
C 13.1069 -14.4642 0.1976
C 11.9189 -14.9042 0.6399
C 11.7809 -15.9297 1.7215
O 10.7799 -16.5427 1.9842
O 10.7636 -14.6810 -0.0114
O 15.2058 -15.4245 3.1116
H 13.0358 -16.6534 3.4520
H 13.1030 -13.6865 -0.5556
H 10.0267 -15.0364 0.5085
H 15.9004 -14.8621 2.6947
C 15.0286 -15.6099 6.7377
C 14.7082 -14.4350 7.3088
C 15.7234 -13.3798 7.6777
O 15.5167 -12.4071 8.3622
C 17.0496 -13.7601 7.1963
C 17.3019 -14.8724 6.5032
C 16.3254 -15.9605 6.2398
O 16.6572 -17.0264 5.7618
O 18.6047 -15.0938 6.1780
O 13.4441 -14.1924 7.6623
H 14.2583 -16.3376 6.5047
H 17.8588 -13.0732 7.4047
H 18.7036 -15.8195 5.5385
H 13.3503 -13.2971 8.0224
C 20.8700 -7.0513 2.3881
C 19.8345 -7.8583 2.1536
C 19.7029 -8.6239 0.8711
O 18.7599 -9.3103 0.5774
C 20.8508 -8.4216 -0.0329
C 21.8255 -7.5209 0.1416
C 21.9023 -6.6961 1.3883
O 22.7359 -5.8612 1.6401
O 22.8042 -7.3246 -0.7589
O 18.9985 -8.2888 3.1298
H 21.0649 -6.6287 3.3675
H 20.9157 -9.1215 -0.8577
H 23.1710 -6.4337 -0.6643
H 19.1221 -7.7578 3.9265
C 18.6401 -19.0294 1.1644
C 18.6537 -17.9198 1.9243
C 19.8154 -17.5462 2.8113
O 19.9275 -16.4461 3.2989
C 20.7237 -18.6690 3.0121
C 20.6508 -19.8211 2.3388
C 19.6216 -20.0885 1.2951
O 19.7048 -21.0448 0.5504
O 21.5035 -20.8327 2.5573
O 17.6066 -17.1026 1.9988
H 17.7478 -19.2593 0.5941
H 21.5145 -18.5581 3.7447
H 21.3555 -21.4501 1.8119
H 17.8993 -16.2599 2.4094
C 22.9457 -14.3777 1.0725
C 23.4382 -13.6089 2.0532
C 24.5488 -12.5956 1.8870
O 25.1002 -11.9167 2.7198
C 25.0880 -12.6831 0.5279
C 24.6693 -13.4670 -0.4727
C 23.4910 -14.3649 -0.2728
O 23.0634 -15.0842 -1.1611
O 25.2753 -13.5182 -1.6578
O 22.9750 -13.7530 3.3095
H 22.1231 -15.0287 1.3380
H 25.8976 -11.9945 0.3024
H 24.9464 -14.2901 -2.1469
H 23.0765 -12.8733 3.7390
C 17.1463 -16.2869 -0.9893
C 16.3654 -16.2723 -2.0617
C 16.8384 -16.1281 -3.4576
O 16.1233 -16.0405 -4.4250
C 18.3244 -15.9879 -3.5498
C 19.1415 -15.9661 -2.4737
C 18.5985 -16.0819 -1.1123
O 19.2539 -15.9095 -0.0987
O 20.4650 -15.8162 -2.6172
O 15.0165 -16.3133 -1.9331
H 16.6935 -16.4662 -0.0252
H 18.6788 -15.9277 -4.5712
H 20.8648 -15.7595 -1.7252
H 14.5918 -16.2668 -2.8026